1.
Here is a 12-piece molecular cluster, C48H121N7O12 overall in a non-equilibrium geometry from the Open Molecules 2025 dataset. Energies are from ωB97M-V/def2-TZVPD.

```
188
C48H121N7O12, DFT ωB97M-V/def2-TZVPD
C 21.4529 -10.4951 16.4485
C 20.1917 -10.9205 15.6438
C 20.6176 -11.2390 14.1627
C 19.4707 -12.1009 16.2673
C 18.0732 -12.3786 15.7020
C 17.2437 -11.1206 15.9210
C 17.8511 -9.8578 15.2286
C 17.6955 -9.9946 13.6579
C 17.0716 -8.6275 15.6984
N 19.2793 -9.7324 15.5471
O 19.9141 -8.6233 15.0823
H 21.9895 -11.4077 16.7080
H 22.2158 -9.8941 15.9536
H 21.1550 -9.9311 17.3324
H 19.9782 -11.9756 13.6762
H 20.7848 -10.3886 13.5018
H 21.5874 -11.7366 14.1672
H 20.1810 -12.9161 16.1294
H 19.3356 -11.9980 17.3440
H 18.0627 -12.5205 14.6213
H 17.5098 -13.2330 16.0769
H 17.2504 -10.9054 16.9896
H 16.2135 -11.2423 15.5863
H 16.6415 -9.8356 13.4304
H 17.9862 -10.9605 13.2448
H 18.1912 -9.1510 13.1776
H 17.3293 -7.6453 15.3022
H 17.3588 -8.3654 16.7167
H 15.9864 -8.7147 15.7532
H 20.2368 -8.1912 15.8765
C 14.0804 -10.3092 -4.6515
C 12.7068 -10.8673 -4.0006
C 11.5208 -10.0158 -4.5526
C 12.4506 -12.3707 -4.4527
C 11.1937 -13.0402 -3.8295
C 11.4500 -13.0584 -2.3290
C 11.7698 -11.6651 -1.7589
C 10.4610 -10.8584 -1.5462
C 12.2055 -11.7973 -0.2921
N 12.8447 -10.9310 -2.5496
O 13.3269 -9.7889 -1.9189
H 14.9261 -10.8823 -4.2713
H 14.1558 -10.3410 -5.7384
H 14.2463 -9.2418 -4.5062
H 10.4867 -10.3468 -4.4564
H 11.4210 -9.0576 -4.0428
H 11.7507 -9.6654 -5.5588
H 12.4153 -12.3470 -5.5419
H 13.3619 -12.8937 -4.1624
H 10.2813 -12.5226 -4.1256
H 11.0509 -14.0447 -4.2279
H 12.3098 -13.6949 -2.1199
H 10.4941 -13.4710 -2.0065
H 10.6674 -9.8049 -1.7349
H 10.0338 -11.0746 -0.5670
H 9.6622 -11.1447 -2.2304
H 12.3572 -10.8476 0.2208
H 13.2388 -12.1416 -0.2496
H 11.5980 -12.5738 0.1728
H 14.2293 -10.0462 -1.7161
C 20.1465 -18.7593 3.1027
C 19.3788 -17.6446 3.8870
C 18.9540 -16.5363 2.8768
C 18.0563 -18.2886 4.3731
C 18.2781 -19.1729 5.6096
C 19.1274 -18.3698 6.7180
C 20.5281 -17.8527 6.1782
C 20.9620 -16.8155 7.2041
C 21.4864 -19.0033 6.0971
N 20.2450 -17.1199 4.8986
O 21.2940 -16.3800 4.3340
H 21.0426 -18.4520 2.5637
H 20.5818 -19.5514 3.7121
H 19.4041 -19.1069 2.3842
H 18.5226 -15.6415 3.3256
H 19.8758 -16.2833 2.3529
H 18.2886 -16.9912 2.1431
H 17.2178 -17.6313 4.6036
H 17.7285 -19.0913 3.7126
H 17.3250 -19.4348 6.0691
H 18.6775 -20.1074 5.2155
H 19.3695 -19.0690 7.5184
H 18.5256 -17.5182 7.0354
H 21.9470 -16.4190 6.9578
H 21.2418 -17.1596 8.1998
H 20.3309 -15.9268 7.1980
H 21.8697 -19.2586 7.0850
H 22.3265 -18.8253 5.4258
H 20.9496 -19.9132 5.8291
H 20.7852 -15.5674 4.2856
C 16.5948 -26.9571 9.4338
O 17.9960 -27.2806 9.7076
C 18.9103 -26.2535 9.8268
C 20.4589 -26.6010 10.0465
C 20.7786 -27.2237 11.4853
N 21.3637 -25.4777 9.9561
H 16.4394 -25.9095 9.1757
H 16.1154 -27.1204 10.3989
H 16.1675 -27.5677 8.6384
H 18.8202 -25.4677 9.0768
H 18.7184 -25.7753 10.7873
H 20.7432 -27.3618 9.3195
H 21.7251 -26.8923 11.9124
H 20.8623 -28.3104 11.4696
H 20.1246 -26.8828 12.2879
H 20.9494 -24.5779 10.1531
H 22.1025 -25.6552 10.6215
C 12.0616 -16.4272 9.6929
O 10.9223 -16.8228 8.8350
C 11.2070 -16.7274 7.4427
C 9.9164 -17.0995 6.6652
C 9.2656 -18.4170 7.0171
N 10.2164 -17.2876 5.1919
H 12.7631 -17.2454 9.8556
H 11.5242 -16.1166 10.5889
H 12.6366 -15.6196 9.2400
H 11.4046 -15.6590 7.3546
H 12.0056 -17.4528 7.2877
H 9.3260 -16.2267 6.9440
H 8.8307 -18.5749 8.0040
H 9.9981 -19.2172 6.9110
H 8.4633 -18.6229 6.3086
H 10.8279 -18.0856 5.0950
H 9.3839 -17.4281 4.6376
C 32.0465 -19.7067 5.4050
O 33.0320 -19.0535 4.6084
C 34.3555 -19.1802 5.0317
C 35.5160 -18.6586 4.1349
C 35.5254 -19.3063 2.7793
N 36.8753 -18.6681 4.7660
H 31.7658 -20.6317 4.9013
H 31.1698 -19.0735 5.5412
H 32.4185 -19.8590 6.4182
H 34.4973 -18.8214 6.0511
H 34.4015 -20.2660 5.1159
H 35.3848 -17.5901 3.9642
H 36.0920 -18.7676 2.0197
H 34.5202 -19.2405 2.3632
H 35.7999 -20.3599 2.8307
H 37.0031 -19.5835 5.1731
H 36.8651 -17.9594 5.4856
C 26.1028 -9.7296 7.5856
O 26.8709 -9.0555 6.5471
C 26.2859 -9.1162 5.2164
C 27.0868 -8.2714 4.2150
C 27.2871 -6.8052 4.6339
N 26.6805 -8.3330 2.7910
H 25.9849 -10.7486 7.2171
H 25.2173 -9.0940 7.5837
H 26.6768 -9.7543 8.5119
H 26.3383 -10.1426 4.8533
H 25.2224 -8.8961 5.1245
H 28.1020 -8.6657 4.2601
H 27.5460 -6.8800 5.6901
H 26.3238 -6.3001 4.5631
H 28.0332 -6.2694 4.0471
H 26.0533 -7.5413 2.7873
H 26.1321 -9.1652 2.6271
C 28.2590 -15.7278 10.5033
O 28.6653 -16.7455 11.3829
H 29.0123 -14.9996 10.2027
H 27.8068 -16.1624 9.6118
H 27.3970 -15.2102 10.9242
H 29.0078 -16.3662 12.1956
C 10.8650 -23.4533 2.9561
O 11.7867 -22.6236 2.2912
H 10.7244 -24.4534 2.5462
H 11.5296 -23.7008 3.7838
H 9.8971 -23.0015 3.1733
H 11.5125 -22.6500 1.3716
C 15.8513 -18.9911 -5.0702
O 15.3800 -19.0445 -6.4202
H 15.3298 -18.1769 -4.5670
H 15.6339 -19.9285 -4.5582
H 16.9354 -18.9279 -4.9761
H 15.5496 -19.9240 -6.7657
C 19.0335 -10.1011 6.9137
O 18.7470 -10.0617 5.5865
H 19.2140 -9.0973 7.2982
H 18.1689 -10.4123 7.5000
H 19.8009 -10.8650 7.0384
H 17.9580 -9.5165 5.6289
C 19.3816 -27.7019 3.7916
O 18.5522 -28.6858 4.2912
H 18.8971 -26.7469 3.5884
H 20.3723 -27.5298 4.2124
H 19.7196 -27.9931 2.7970
H 18.4045 -28.5411 5.2287
```

Computed properties:
SMILES string	CC1(C)CCCC(C)(C)N1O.CC1(C)CCCC(C)(C)N1O.CC1(C)CCCC(C)(C)N1O.COC[C@H](C)N.COC[C@H](C)N.COC[C@H](C)N.COC[C@H](C)N.CO.CO.CO.CO.CO
energy above the lowest of the compared OMol25 structures with the same formula, charge and spin	0.658	eV
LUMO level	0.3180	eV
max |F|	4.03	eV/Å
electronic energy	-3187.04512	hartree

***

2.
Here is a 3-piece molecular cluster, C3H12NO4 overall in a non-equilibrium geometry from the Open Molecules 2025 dataset. Energies are from ωB97M-V/def2-TZVPD.

```
20
C3H12NO4, DFT ωB97M-V/def2-TZVPD
C -0.8641 -0.2086 0.9945
C -1.0330 -1.0460 2.2486
O -2.1826 -1.9160 2.1661
N -0.2206 -0.9603 -0.0665
C 0.2610 -0.0627 -1.1728
O 0.9500 0.9858 -0.7092
H -0.2130 0.6326 1.2180
H -1.8484 0.1894 0.7203
H -0.1400 -1.6449 2.4035
H -1.2747 -0.3886 3.0811
H -1.9587 -2.6869 1.6341
H -0.8772 -1.6558 -0.4157
H 0.8871 -0.7102 -1.8349
H -0.6358 0.1839 -1.8009
H -0.0111 2.3000 -1.4652
H -0.1749 3.2924 -2.6433
O -0.5235 3.0875 -1.7735
H 3.0450 -0.4874 -0.6284
H 3.1186 0.9385 -1.0252
O 3.6959 0.1573 -0.9306
```

Computed properties:
net charge	-1
energy above the lowest of the compared OMol25 structures with the same formula, charge and spin	0.708	eV
LUMO level	3.5705	eV
max |F|	1.01	eV/Å
electronic energy	-477.23362	hartree

***

3.
Here is C5H8N2 in the gas phase in a non-equilibrium geometry from the Open Molecules 2025 dataset. Energies are from ωB97M-V/def2-TZVPD.

```
15
C5H8N2, DFT ωB97M-V/def2-TZVPD
C 2.1900 -1.4104 0.8600
N 0.9653 -0.7504 0.4831
C 1.1200 0.1709 -0.3742
C -0.0594 0.8653 -0.7768
N -0.4960 1.8661 -1.3820
C -1.3863 0.4055 -0.8209
C -2.3829 0.8108 0.1925
H 3.0112 -1.0721 0.2235
H 2.1026 -2.4958 0.7992
H 2.4328 -1.1801 1.8996
H 2.0248 0.4524 -0.9063
H -1.6456 -0.4425 -1.4752
H -1.9333 1.5921 0.8058
H -3.2352 1.2118 -0.3530
H -2.7080 -0.0235 0.8247
```

Computed properties:
SMILES string	C/N=C/C1=N[C@@H]1C
energy above the lowest of the compared OMol25 structures with the same formula, charge and spin	3.447	eV
LUMO level	0.3448	eV
max |F|	1.84	eV/Å
electronic energy	-304.70884	hartree

***

4.
Here is a 2-piece molecular cluster, C4H6N3 overall in a non-equilibrium geometry from the Open Molecules 2025 dataset. Energies are from ωB97M-V/def2-TZVPD.

```
13
C4H6N3, DFT ωB97M-V/def2-TZVPD
C -1.5154 -1.2883 -2.0004
C 1.2868 0.2559 -0.1041
C -0.4636 0.7614 1.1444
C 0.1366 -0.4645 1.7319
N -0.4418 -0.9821 -1.6698
N 0.3290 1.1505 0.0862
N 1.1199 -0.7349 0.8339
H 2.0636 0.2111 -0.8125
H -1.4752 0.4803 0.8362
H -0.5065 1.5812 1.8694
H -2.5541 -1.5279 -2.3266
H 0.1473 1.9236 -0.5104
H 1.8734 -1.3662 0.9219
```

Computed properties:
net charge	+1
energy above the lowest of the compared OMol25 structures with the same formula, charge and spin	2.876	eV
LUMO level	-4.9858	eV
max |F|	4.36	eV/Å
electronic energy	-319.92595	hartree

***

5.
Here is C12H14BCdF5N6 as an isolated structure in a non-equilibrium geometry from the Open Molecules 2025 dataset. Energies are from ωB97M-V/def2-TZVPD.

```
39
C12H14BCdF5N6, DFT ωB97M-V/def2-TZVPD
H -0.8385 -0.4377 3.3257
N -0.4672 -0.8684 1.2756
B -0.3880 -1.9656 -1.0330
N -0.8428 -1.9178 0.4561
C -1.6069 -2.7875 1.1517
Cd 0.7097 1.1249 0.6976
H -1.9991 -3.6689 0.6686
C -1.7292 -2.3014 2.4512
H -2.2722 -2.7427 3.2655
C -0.9949 -1.1060 2.4829
H -0.7899 -2.9419 -1.5800
C 2.1409 2.4648 -0.3475
H 2.4315 3.2848 0.3228
H 1.5703 2.8629 -1.2009
H 3.0182 1.9193 -0.7224
N 1.1765 -1.9335 -1.0389
N -0.9044 -0.6669 -1.7054
N 1.8301 -0.8937 -0.4148
N -0.6016 0.5779 -1.1890
C 2.0809 -2.7955 -1.5482
C -1.6865 -0.5312 -2.7943
H 1.7443 -3.6838 -2.0657
H -2.0435 -1.4098 -3.3110
C 3.3534 -2.3046 -1.2636
C -1.8844 0.8274 -3.0196
C 3.1465 -1.1001 -0.5530
C -1.1762 1.4861 -1.9962
H 4.2975 -2.7310 -1.5198
H -2.4580 1.2837 -3.8002
H 3.8734 -0.3994 -0.1555
H -1.0655 2.5500 -1.8395
H 1.8485 1.0965 2.1137
F -0.8354 3.6165 0.5555
C -0.4976 2.8323 1.6494
F 0.2760 3.6090 2.4710
C -1.7973 2.4976 2.3852
F -2.4929 3.6114 2.7036
F -2.5840 1.7248 1.5847
F -1.5416 1.8175 3.5378
```

Computed properties:
LUMO level (alpha / beta)	-2.8001 / -2.5664	eV
max |F|	3.01	eV/Å
electronic energy	-1486.01889	hartree

***

6.
Here is C16H31NOP2Sn as an isolated structure in a non-equilibrium geometry from the Open Molecules 2025 dataset. Energies are from ωB97M-V/def2-TZVPD.

```
52
C16H31NOP2Sn, DFT ωB97M-V/def2-TZVPD
P 1.7398 -1.1935 -0.9141
P 1.7294 2.0923 -0.4551
C 1.6789 -0.0132 -2.3441
C 2.2674 1.3948 -2.1082
H 0.5995 0.0859 -2.5720
H 2.1789 -0.5774 -3.1528
H 3.3788 1.4404 -2.1520
H 1.8707 2.1170 -2.8505
C 0.1354 2.8951 -0.8237
H -0.1155 3.5185 0.0566
H -0.6886 2.1765 -1.0047
H 0.2707 3.5336 -1.7199
C 2.9710 3.4028 -0.2297
H 2.4811 4.3899 -0.1665
H 3.6636 3.3670 -1.0863
H 3.4785 3.1888 0.7271
C 0.3279 -2.2825 -1.3073
H 0.1685 -3.0673 -0.5541
H 0.4794 -2.7696 -2.2914
H -0.6113 -1.7124 -1.3685
C 3.2327 -2.2212 -1.0967
H 4.1443 -1.6786 -0.7961
H 3.2876 -2.5095 -2.1596
H 3.1459 -3.1302 -0.4755
Sn 2.2056 0.1747 1.0129
C -2.7156 0.9923 0.5341
C -3.1476 0.8020 -0.7223
C -4.2233 -0.1685 -1.1297
C -4.4217 -1.3665 -0.1511
C -3.2045 -2.2219 -0.0737
C -2.2153 -2.2097 0.8265
C -1.8103 -1.1258 1.7534
C -2.7437 0.1198 1.7700
C 2.3380 -1.2983 2.5905
H -1.9673 1.7970 0.6700
H -2.6218 1.3752 -1.5190
H -4.0363 -0.5454 -2.1480
H -5.1852 0.3582 -1.1777
H -4.7668 -0.9613 0.8181
H -5.2413 -1.9814 -0.5770
H -3.2437 -3.0174 -0.8128
H -1.6330 -3.1359 0.9318
H -0.7620 -0.7825 1.6335
H -1.8325 -1.5857 2.7602
H -3.7323 -0.2207 2.0934
H -2.3504 0.7393 2.5934
H 3.1349 -0.9629 3.2712
H 2.6054 -2.2919 2.2010
H 1.3699 -1.2681 3.1152
O 2.6685 2.4888 4.6564
C 2.7954 2.1193 3.5315
N 2.9224 1.7299 2.3932
```

Computed properties:
energy above the lowest of the compared OMol25 structures with the same formula, charge and spin	0.766	eV
LUMO level	0.3798	eV
max |F|	2.26	eV/Å
electronic energy	-1655.10159	hartree

***

7.
Here is C42H36BCo2O9P as an isolated structure in a non-equilibrium geometry from the Open Molecules 2025 dataset. Energies are from ωB97M-V/def2-TZVPD.

```
91
C42H36BCo2O9P, DFT ωB97M-V/def2-TZVPD
C 11.6244 -0.0314 -1.2775
C 10.5340 0.9354 -1.2611
C 10.5786 2.3141 -1.2771
C 9.2186 2.7478 -1.2548
C 8.4127 1.6155 -1.2225
B 6.8174 1.3382 -1.2138
O 6.4689 0.5814 0.0202
C 5.0823 0.3203 0.0121
C 4.4001 0.9209 -1.2605
C 2.9180 0.6495 -1.2923
C 5.1335 0.2918 -2.4893
O 6.5161 0.5585 -2.4471
C 4.7357 2.4416 -1.2682
O 6.1369 2.6611 -1.2374
O 9.2282 0.5014 -1.2283
H 12.5774 0.5067 -1.2840
H 11.6197 -0.6790 -0.3953
H 11.6032 -0.6665 -2.1690
H 11.4830 2.9166 -1.3028
H 8.8715 3.7686 -1.2609
H 4.9100 -0.7725 0.0163
H 4.6041 0.7648 0.9061
H 2.4951 0.9674 -2.2505
H 2.7225 -0.4196 -1.1662
H 2.4079 1.1841 -0.4859
H 4.9601 -0.8005 -2.4740
H 4.6901 0.7164 -3.4100
H 4.3153 2.8945 -2.1846
H 4.2705 2.9109 -0.3816
O 1.0698 2.2819 1.3929
C -0.0262 2.5879 1.6280
Co -1.6125 3.0718 2.2414
C -1.0740 3.7440 3.7934
O -0.6008 4.2066 4.7450
C -1.8065 4.6000 1.4207
O -1.9691 5.6101 0.8867
C -2.9482 1.8925 0.9779
C -2.2126 1.5163 -0.1579
C -1.5119 1.9110 -1.2496
C -1.6015 1.2054 -2.5370
C -2.1571 1.8076 -3.6981
C -2.1493 1.1235 -4.9184
C -1.5315 -0.1319 -5.0175
C -1.0277 -0.7536 -3.8758
C -1.1676 -0.1364 -2.6350
Co -2.0285 0.3629 1.2638
C -0.6871 -0.6326 0.7890
O 0.2172 -1.3394 0.5996
C -1.6459 0.3520 3.0013
O -1.3625 0.0689 4.0914
P -3.6402 -1.0461 1.4752
C -3.1657 -2.7063 0.9034
C -3.8488 -3.4217 -0.0875
C -3.3376 -4.6488 -0.5197
C -2.1825 -5.1767 0.0602
C -1.5579 -4.5052 1.1164
C -2.0537 -3.2740 1.5424
C -4.2510 -1.4198 3.1618
C -4.5681 -2.7215 3.5759
C -5.0207 -2.9437 4.8784
C -5.2545 -1.8653 5.7327
C -5.0472 -0.5564 5.2840
C -4.5439 -0.3321 4.0003
C -5.2062 -0.7053 0.6156
C -6.4337 -0.6842 1.2922
C -7.6182 -0.5497 0.5716
C -7.5825 -0.4123 -0.8166
C -6.3552 -0.4060 -1.4889
C -5.1602 -0.4625 -0.7680
H -4.0561 1.9904 0.9589
H -0.9200 2.8484 -1.2081
H -2.6309 2.7913 -3.6086
H -2.6037 1.5651 -5.8102
H -1.3881 -0.6082 -5.9843
H -0.5339 -1.7224 -3.9383
H -0.9332 -0.6823 -1.7173
H -4.7711 -3.0384 -0.5202
H -3.8450 -5.1986 -1.3112
H -1.7550 -6.1126 -0.2989
H -0.6852 -4.9208 1.6210
H -1.5861 -2.7531 2.3839
H -4.4587 -3.5700 2.9006
H -5.1921 -3.9637 5.2222
H -5.6033 -2.0313 6.7512
H -5.2645 0.3003 5.9223
H -4.4065 0.6895 3.6320
H -6.4703 -0.7609 2.3784
H -8.5664 -0.5387 1.1039
H -8.5061 -0.2903 -1.3801
H -6.3083 -0.3414 -2.5760
H -4.1899 -0.3008 -1.2520
```

Computed properties:
net charge	+2
energy above the lowest of the compared OMol25 structures with the same formula, charge and spin	0.000	eV
LUMO level	-10.0971	eV
max |F|	5.62	eV/Å
electronic energy	-5430.18076	hartree

***

8.
Here is CsH2O as an isolated structure in a non-equilibrium geometry from the Open Molecules 2025 dataset. Energies are from ωB97M-V/def2-TZVPD.

```
4
CsH2O, DFT ωB97M-V/def2-TZVPD
Cs 1.6627 0.5491 -0.2858
O -0.2799 -0.0728 0.3505
H -0.9852 0.4593 -0.0178
H -0.3977 -0.9356 -0.0469
```

Computed properties:
net charge	+1
energy above the lowest of the compared OMol25 structures with the same formula, charge and spin	2.367	eV
LUMO level	-4.1357	eV
max |F|	8.75	eV/Å
electronic energy	-96.29487	hartree

***

9.
Here is C6H9NO in the gas phase in a non-equilibrium geometry from the Open Molecules 2025 dataset. Energies are from ωB97M-V/def2-TZVPD.

```
17
C6H9NO, DFT ωB97M-V/def2-TZVPD
C 0.4154 -1.5863 -0.8550
C -0.5825 -0.5711 -0.1427
C -0.6799 0.5267 -1.2100
O 0.6141 1.2781 -1.0648
N 1.3456 1.1938 0.2031
C 0.8187 0.5764 1.2196
C -0.5246 0.1408 1.2363
C -1.2923 -1.2011 1.0793
H 0.9817 -2.3141 -0.1898
H -0.2206 -2.2094 -1.4541
H 1.2513 -1.2734 -1.5083
H -0.6935 -0.0294 -2.2821
H -1.5200 1.3001 -1.2400
H 1.4395 0.6883 2.1824
H -1.0882 1.0319 1.2351
H -2.4074 -0.8640 1.0901
H -1.0033 -2.2233 1.2984
```

Computed properties:
SMILES string	C[C@]12CON=C[C@@H]1C2
energy above the lowest of the compared OMol25 structures with the same formula, charge and spin	6.143	eV
LUMO level	0.7961	eV
max |F|	4.52	eV/Å
electronic energy	-363.79850	hartree